Density functional theory data (ωB97M-V with the def2-TZVPD basis set) for a structure of composition C15H13BrClNO4S.

The value obtained for the HOMO-LUMO gap is 0.3376 hartree. As for the total charge: 0.

The geometry in XYZ format:
```
36
Properties=species:S:1:pos:R:3:forces:R:3
O -0.48748 -0.58054 1.01732 0.42 -1.05 -2.13
C -0.81907 -1.15245 -0.04935 -4.78 3.69 7.83
N -2.12010 -1.23506 -0.32762 -4.64 -3.12 -4.12
H -2.51862 -1.80573 -1.18060 2.23 1.39 1.71
C -3.29253 -0.95855 0.40638 3.03 7.66 5.03
C -4.06953 0.27733 -0.04564 0.09 -0.56 -0.94
C -3.77403 1.55643 0.11275 -1.55 3.47 -4.21
C -4.55609 2.51352 -0.96323 0.10 -1.32 2.82
C -5.54691 1.80106 -1.57268 1.92 -0.51 1.34
S -5.34332 0.05053 -1.14129 -1.99 0.87 -1.42
H -6.32615 2.32456 -2.11334 -0.15 -0.90 -0.30
H -4.53936 3.65605 -1.02632 0.34 -1.91 0.29
H -2.84090 1.88118 0.41388 1.61 0.68 1.40
H -2.79529 -0.35608 1.50636 -1.50 -2.52 -2.83
H -4.03882 -1.59170 0.67590 -1.10 -3.27 0.58
C -0.11507 -1.76237 -0.99852 8.05 -3.90 -7.62
H -0.33504 -2.90357 -1.33885 0.13 2.96 1.18
H -0.06464 -1.13846 -1.92295 -0.72 -0.49 0.44
O 1.38746 -1.65097 -0.70020 -3.03 -2.79 2.92
C 1.45500 -2.51893 0.52312 -0.02 1.29 -3.49
O 0.62447 -3.34289 0.74406 0.49 0.40 0.66
C 2.77143 -2.32866 1.13664 4.57 -3.11 -4.44
O 3.71603 -1.41820 0.35057 -3.20 -4.13 2.55
C 3.42737 -0.14606 0.54181 8.38 -1.91 -6.68
C 2.48215 0.59840 0.85398 -9.77 -9.22 8.33
C 2.45528 1.83072 1.08528 -8.76 2.96 6.19
C 3.27568 2.39516 0.37070 5.38 12.43 -4.71
C 4.31533 2.14490 -0.39500 -0.26 -9.40 0.91
C 4.29651 0.57122 -0.24416 4.91 4.99 -3.05
Br 5.77048 -0.29020 -1.27929 -1.11 0.49 0.82
H 4.98655 2.68847 -0.98198 0.58 0.67 -0.57
Cl 3.09102 4.27601 0.24811 -0.36 -0.21 0.53
H 1.61084 2.31633 1.67724 1.48 -0.54 -1.04
H 1.73192 -0.27378 1.61970 1.21 3.31 -2.24
H 3.34927 -3.46533 0.91530 -1.69 3.38 1.23
H 2.83619 -1.96234 2.08195 -0.27 0.22 3.04
```
Forces are in eV/Å.